C5H6O | ωB97M-V with the def2-TZVPD basis set

```
12
Properties=species:S:1:pos:R:3:forces:R:3
C -1.165 1.021 0.038 -0.0596 0.0561 -0.0364
C -0.700 -0.421 0.037 -0.2533 -0.1479 0.2009
O -1.081 -1.213 0.866 -0.0996 0.1704 -0.5172
C 0.416 -0.802 -0.956 -0.0518 -0.0864 -0.0657
C 1.532 -0.341 -0.130 0.1810 0.0902 0.6708
C 1.999 -0.063 0.945 -0.3398 -0.4517 -0.4267
H -2.255 1.031 -0.050 0.0988 0.0120 -0.0162
H -0.722 1.616 -0.764 -0.0631 -0.1173 0.0950
H -0.910 1.478 0.999 -0.0462 -0.1190 -0.1446
H 0.329 -0.336 -1.940 0.0027 0.0214 0.1688
H 0.463 -1.891 -1.047 -0.0624 0.1612 -0.0845
H 2.094 -0.079 2.001 0.6932 0.4110 0.1559
```
Positions in Å, forces in eV/Å.

maximum force	0.82	eV/Å
LUMO level	0.781	eV
net charge	0
SMILES	C#CCC(C)=O
highest occupied orbital energy	-9.6	eV
gap between HOMO and LUMO	10.38	eV



C25H51F7N2O8S9 | ωB97M-V with the def2-TZVPD basis set

```
102
Properties=species:S:1:pos:R:3:forces:R:3
F 3.690 -2.528 5.822 -1.7809 2.3448 -4.5438
C 3.149 -1.791 4.657 1.8591 2.0739 0.4017
F 3.550 -0.348 4.862 -1.0048 -4.7333 -0.6307
F 3.743 -2.187 3.347 -2.0192 0.9977 4.9416
C 1.477 -1.752 4.617 0.9340 1.3265 -0.6183
F 1.054 -1.375 5.985 1.1213 -1.3073 -4.8347
F 1.156 -0.702 3.580 0.8454 -3.2887 3.7221
C 0.882 -3.176 4.069 -1.9710 -2.6320 -0.1525
F 1.088 -3.398 2.600 0.0272 1.1011 4.2826
F 1.620 -4.312 4.738 -1.5977 3.5047 -1.9412
C -0.707 -3.434 4.370 -3.0347 -2.8389 0.4286
C -1.243 -5.019 4.351 -1.7630 3.9381 0.4985
C -2.852 -5.397 4.595 0.3917 4.3583 0.2422
C -3.961 -4.205 4.880 3.8216 -1.5075 -0.5661
C -3.443 -2.648 4.919 0.4244 0.8129 -0.0731
N -4.293 -1.414 5.162 5.3881 -2.4933 -1.0263
S -3.173 -0.042 5.091 0.9913 -5.2719 -0.7618
N -1.632 -0.803 4.732 -3.1529 -4.3312 0.3620
C -1.850 -2.298 4.666 -1.0073 1.8442 0.1745
H -0.486 -5.891 4.164 -1.5475 2.0063 0.3941
H -3.140 -6.553 4.527 0.5350 3.0204 0.2441
H -5.095 -4.528 5.045 2.8891 1.0902 -0.4277
C -1.219 1.764 -0.751 0.0761 -0.0437 -0.0524
S -0.939 -0.023 -0.705 -0.4221 0.1453 0.0874
O -2.239 -0.692 -1.039 0.4116 0.2427 0.2118
C -0.717 -0.129 1.087 -0.0432 -0.0639 0.0545
H -1.420 2.058 -1.784 0.0463 -0.0964 0.0524
H -2.077 2.024 -0.127 0.0136 -0.1676 0.0015
H -0.326 2.283 -0.396 -0.0685 -0.0564 -0.0778
H -1.607 0.248 1.597 0.0226 -0.0194 -0.1081
H 0.159 0.452 1.382 -0.0587 -0.0325 -0.0908
H -0.563 -1.177 1.357 -0.0200 0.0992 -0.1233
C 4.253 -4.809 1.165 -0.0261 -0.0204 0.0904
S 5.215 -5.327 -0.277 0.0519 -0.5002 0.1281
O 5.359 -6.819 -0.210 -0.0206 0.7638 0.0891
C 6.779 -4.605 0.274 0.1046 -0.0180 0.0754
H 3.234 -5.187 1.057 0.1717 0.0259 -0.0922
H 4.696 -5.217 2.076 0.0288 -0.0173 -0.1177
H 4.230 -3.717 1.215 0.0065 -0.0915 -0.0704
H 7.065 -5.026 1.241 -0.0965 -0.0293 -0.0841
H 6.673 -3.520 0.354 -0.0503 -0.0773 -0.0425
H 7.549 -4.838 -0.464 -0.1962 -0.0227 0.0344
C -2.360 5.249 1.450 0.0220 -0.0481 0.1342
S -1.184 5.523 0.103 0.2465 -0.1961 0.0617
O 0.002 4.639 0.353 -0.3846 0.4674 0.0839
C -0.724 7.202 0.598 0.0990 0.0391 0.1009
H -2.755 4.234 1.366 0.1139 0.1311 -0.1037
H -1.859 5.364 2.414 0.0465 -0.0006 -0.1138
H -3.183 5.964 1.367 0.0871 -0.0494 -0.0724
H -0.324 7.195 1.615 -0.0332 -0.0883 -0.0800
H -1.600 7.852 0.543 0.0337 -0.1031 -0.0438
H 0.041 7.569 -0.090 -0.1231 -0.1528 0.0259
C -2.393 0.673 -6.680 0.0175 0.0442 0.0719
S -2.511 0.876 -4.886 0.1225 0.1870 -0.0731
O -2.537 2.348 -4.599 0.1026 -0.4229 -0.1003
C -0.842 0.280 -4.522 0.0782 0.0860 -0.0045
H -3.324 1.023 -7.131 0.0999 -0.0686 0.1540
H -1.559 1.262 -7.068 -0.0472 -0.0491 0.1058
H -2.251 -0.383 -6.919 -0.0350 0.1456 0.0186
H -0.104 0.893 -5.045 -0.1199 0.0353 0.0589
H -0.751 -0.763 -4.833 -0.1068 0.0675 0.0407
H -0.675 0.352 -3.445 -0.0910 0.0012 -0.2011
C 2.981 5.020 -2.745 -0.1129 0.1251 0.0128
S 3.261 3.233 -2.699 -0.4984 -0.1849 -0.0073
O 1.961 2.564 -3.034 0.5828 0.3537 0.2400
C 3.483 3.127 -0.907 -0.0972 0.0044 0.1313
H 2.780 5.314 -3.778 0.0501 -0.1703 0.1043
H 2.123 5.280 -2.121 0.0307 -0.1495 -0.0041
H 3.874 5.539 -2.390 -0.0191 -0.1058 -0.0326
H 2.593 3.504 -0.397 -0.0322 0.0155 -0.1291
H 4.359 3.708 -0.612 -0.0222 -0.0512 -0.0878
H 3.637 2.079 -0.638 -0.0006 0.1013 -0.1758
C -8.307 -1.905 3.180 0.0397 0.0920 0.1173
S -7.454 -3.433 2.719 0.0862 0.1483 -0.0231
O -6.347 -3.648 3.708 -0.5729 0.2366 -0.4790
C -6.711 -2.780 1.204 0.1456 0.0158 0.0371
H -8.818 -2.067 4.132 0.1093 -0.0887 -0.1360
H -7.585 -1.093 3.291 0.0248 -0.1391 -0.0171
H -9.043 -1.652 2.414 0.0750 -0.1071 0.0275
H -6.088 -1.913 1.437 -0.0516 -0.0983 0.0628
H -7.500 -2.498 0.503 0.0067 -0.0699 0.1095
H -6.093 -3.561 0.756 -0.1122 0.0506 0.1429
C 7.655 1.407 5.316 0.0783 0.0460 0.0845
S 6.803 1.580 3.729 0.2624 0.3512 -0.2225
O 7.655 2.449 2.852 -0.4260 -0.3449 0.5270
C 5.448 2.602 4.357 -0.0345 0.1052 0.0496
H 8.567 0.826 5.159 -0.1631 0.0730 -0.0995
H 7.916 2.392 5.709 -0.0479 -0.0374 -0.1159
H 7.008 0.880 6.022 0.0015 0.0160 -0.1098
H 5.847 3.513 4.810 0.0675 -0.0958 -0.0767
H 4.875 2.036 5.095 0.0644 -0.0249 -0.0924
H 4.798 2.868 3.521 0.1541 -0.1150 0.0418
C -3.274 -0.723 -11.880 -0.1242 -0.0294 0.0143
S -1.834 -0.215 -10.911 -0.1556 -0.0693 0.4214
O -2.111 -0.558 -9.477 0.0079 0.2316 -0.7495
C -2.099 1.564 -11.105 -0.0668 0.0871 0.0679
H -3.335 -1.814 -11.867 0.1159 0.1566 0.0649
H -4.185 -0.305 -11.444 0.1234 -0.0018 0.0407
H -3.160 -0.380 -12.911 0.0621 -0.0153 0.0935
H -3.082 1.840 -10.717 0.0700 -0.1071 0.0042
H -2.023 1.831 -12.162 0.0278 -0.0837 0.0650
H -1.326 2.094 -10.543 -0.0579 -0.1814 -0.0473
```
Positions in Å, forces in eV/Å.

maximum force	6.03	eV/Å
LUMO level	-1.886	eV
net charge	0
highest occupied orbital energy	-8.1	eV
gap between HOMO and LUMO	6.17	eV



C5H9ClN2 | ωB97M-V with the def2-TZVPD basis set

```
17
Properties=species:S:1:pos:R:3:forces:R:3
C 1.646 -1.158 -0.700 0.2466 1.1789 -2.7527
C -0.544 -1.165 0.400 -0.0243 1.4095 0.2394
C -1.623 -0.022 0.449 1.3246 -1.1612 2.3497
C -0.791 1.269 0.644 -0.2499 0.6505 1.5350
C 0.449 0.997 -0.157 0.8873 2.4474 -1.4272
H 2.176 -0.379 -1.371 -0.4880 -1.5154 0.7967
H 2.456 -1.588 -0.018 -1.5370 0.1555 -0.8311
H 1.022 -1.916 -1.446 2.1754 1.4829 2.0702
H -0.738 -2.069 -0.310 0.2468 1.7740 1.2774
H -0.486 -1.514 1.518 0.4361 0.3068 -2.0949
H -2.211 -0.341 1.294 -0.5429 0.6830 0.3815
H -1.470 2.211 0.449 1.9428 -1.7210 0.4740
H -0.132 1.263 1.656 -2.5764 0.3225 -1.4059
H 1.007 2.791 -0.810 -0.4633 -0.1297 0.5568
N 0.626 -0.339 -0.061 0.0322 -3.8111 0.4218
N 1.306 1.836 -0.670 -0.5602 -2.1176 0.0823
Cl -2.692 0.124 -0.868 -0.8497 0.0447 -1.6730
```
Positions in Å, forces in eV/Å.

maximum force	3.83	eV/Å
LUMO level	0.704	eV
net charge	0
SMILES	[H]/N=C1\C[C@@H](Cl)CN1C
highest occupied orbital energy	-8.7	eV
gap between HOMO and LUMO	9.38	eV



C8H11NOS | ωB97M-V with the def2-TZVPD basis set

```
22
Properties=species:S:1:pos:R:3:forces:R:3
C 0.814 2.075 -2.536 -2.8105 1.6475 0.2087
C 1.819 1.266 -2.221 1.6744 -1.9976 1.3267
C -0.443 1.824 -1.906 1.5121 -1.6885 0.2128
C 1.726 0.195 -1.346 -0.7037 -1.0816 1.0057
C -0.578 0.659 -1.101 0.7643 2.0662 -0.9712
C 0.498 -0.152 -0.763 -0.5752 0.6388 -1.7463
C 0.127 -2.013 3.176 0.4049 1.4154 -1.8233
C 0.124 -1.323 0.055 1.6265 -1.9812 1.7654
N -1.410 -0.188 1.929 0.7846 -0.1423 2.6476
O 1.272 0.030 2.135 0.8206 0.7809 -1.0104
S 0.181 -0.863 1.885 -2.6143 -1.5380 3.6560
H 1.071 2.931 -3.180 -0.7939 -0.3617 0.3526
H 2.790 1.449 -2.562 1.2661 0.3923 -0.7909
H -1.279 2.456 -2.007 -0.8027 0.6862 -0.3691
H 2.604 -0.383 -1.089 0.0731 0.0150 -0.1278
H -1.506 0.419 -0.639 -0.8747 0.1160 -0.2400
H 1.098 -2.404 3.545 -0.7130 0.4976 -0.6658
H -0.741 -2.639 3.155 -0.2967 -0.3173 -0.0311
H 0.982 -2.086 0.148 -1.3979 0.8426 -0.6029
H -0.879 -1.851 -0.131 1.6188 0.9456 0.1380
H -1.658 0.161 1.042 -0.4137 0.7609 -0.7027
H -1.754 0.408 2.782 1.4509 -1.6968 -2.2322
```
Positions in Å, forces in eV/Å.

maximum force	4.75	eV/Å
LUMO level	0.618	eV
net charge	0
SMILES	C=[S@@](N)(=O)Cc1ccccc1
highest occupied orbital energy	-7.7	eV
gap between HOMO and LUMO	8.27	eV



C5H9NS | ωB97M-V with the def2-TZVPD basis set

```
16
Properties=species:S:1:pos:R:3:forces:R:3
C 1.447 1.733 -0.450 -2.1802 1.9832 -1.8168
C 1.685 0.829 0.679 3.5561 -2.9930 0.0450
C 1.226 -0.659 0.458 -2.7280 0.9447 1.1904
C 2.073 -1.448 -0.476 0.1298 3.9326 -1.3338
C -1.356 -0.278 0.032 7.3550 -2.2933 -0.3234
H 1.886 2.724 -0.434 -0.1945 0.6269 1.6049
H 0.309 1.849 -0.473 1.5303 0.2016 -0.7193
H 1.884 1.643 -1.468 -0.6083 -1.8231 0.4083
H 1.245 1.122 1.616 -0.0007 0.6342 0.2207
H 2.846 0.668 0.790 -1.9753 0.5568 0.3700
H 1.138 -1.151 1.487 0.3993 0.5173 -1.3245
H 1.647 -2.355 -0.620 -1.0373 -2.9341 -0.5626
H 2.115 -0.869 -1.492 0.3875 -1.1682 1.8760
H 2.963 -1.493 0.089 1.6776 -0.4139 -0.2574
N -0.184 -0.678 -0.062 -3.3376 1.3758 0.6183
S -2.825 0.097 -0.032 -2.9738 0.8524 0.0043
```
Positions in Å, forces in eV/Å.

maximum force	7.71	eV/Å
LUMO level	0.826	eV
net charge	0
SMILES	CC[C@H](C)N=C=S
highest occupied orbital energy	-9.0	eV
gap between HOMO and LUMO	9.82	eV



C3H6I2N2O | ωB97M-V with the def2-TZVPD basis set

```
14
Properties=species:S:1:pos:R:3:forces:R:3
C -0.439 0.488 0.300 -3.3422 2.8273 0.9767
C -1.580 0.509 -0.648 -2.6385 -1.9736 -1.6710
C 0.402 -0.629 0.309 3.8685 -1.1769 0.0041
N -0.525 1.380 1.206 -0.2006 -0.0850 -0.1800
N 1.588 -0.695 0.915 -0.1022 -2.7530 -0.8316
O 0.078 -1.746 -0.258 -0.6710 -1.0700 -0.3350
I 2.060 0.701 -2.327 -0.4187 -0.1939 0.3262
I 2.945 0.737 1.382 -0.3700 -0.0997 0.0024
H -1.384 -0.246 -1.472 -0.2037 1.8171 0.0136
H -2.643 0.100 -0.297 2.4204 0.6531 0.3644
H -1.875 1.533 -0.946 0.8083 -0.6824 -0.3418
H 0.066 1.271 2.003 1.0283 -0.0908 0.4465
H 2.004 -1.678 0.688 -0.5944 2.4983 0.6815
H -0.699 -1.725 -0.855 0.4158 0.3295 0.5440
```
Positions in Å, forces in eV/Å.

maximum force	4.49	eV/Å
LUMO level	-1.976	eV
net charge	0
highest occupied orbital energy	-7.3	eV
gap between HOMO and LUMO	5.35	eV